Below is a structure of composition C2CrF3NO6S2, with properties calculated with ωB97M-V/def2-TZVPD.

Geometry as ORCA input:
```
! wB97M-V def2-TZVPD RIJCOSX def2/J DEFGRID3
* xyz 0 5
N -0.630 -0.063 1.037
S -0.182 1.508 0.847
O 1.059 1.653 -0.015
S -0.090 -1.301 0.243
O 0.594 -1.019 -1.050
O -1.068 -2.382 0.218
C 1.306 -1.986 1.280
F 2.269 -1.088 1.400
F 0.856 -2.304 2.483
F 1.789 -3.071 0.696
O -2.597 3.168 -1.664
C -1.721 2.364 -1.458
O -1.043 1.608 -2.171
O -1.464 2.087 0.023
Cr 0.924 0.828 -1.868
*
```

Calculated values
- HOMO level (alpha / beta): -10.5 / -10.5 eV

natural (NBO) population analysis, charges in e, atoms 1 to 6: -1.17, 1.72, -1.01, 2.20, -1.06, -0.87

Below is a cluster of 2 separate species, C2F2INO2 in total, with properties calculated with ωB97M-V/def2-TZVPD.

Geometry as ORCA input:
```
! wB97M-V def2-TZVPD RIJCOSX def2/J DEFGRID3
* xyz 0 3
C 0.117 -0.589 -0.606
C -0.859 0.438 -0.213
N 2.724 -0.639 0.663
O 0.053 -1.657 -1.077
O 2.651 0.145 1.505
F -1.235 0.878 -1.479
F -0.395 1.420 0.505
I -3.055 0.003 0.701
*
```

Calculated values
- HOMO level (alpha / beta): -8.9 / -10.0 eV
- ΔE to the lowest compared entry with this formula, charge and spin: 5.4 kcal per mole

natural (NBO) population analysis, charges in e, atoms 1 to 6: 0.49, 0.54, 0.19, -0.36, -0.19, -0.33

Ordered molar mass results: 307.15, 234.93; unit g/mol.